{
  "formula": "C3H2NO3",
  "method": "the ωB97M-V functional and the def2-TZVPD basis",
  "elements": ["C", "C", "C", "N", "O", "O", "O", "H", "H"],
  "positions_angstrom": [[0.044865, -0.895955, -1.939010], [1.284651, 0.372195, 1.974481], [-1.205562, 0.315196, -0.297201], [-0.789771, -0.566261, -1.127140], [0.885003, -1.300603, -2.570187], [1.818918, 0.260498, 2.942931], [0.744942, 0.317161, 0.955019], [-1.093080, 1.358373, -0.519662], [-1.689966, 0.139396, 0.580768]],
  "forces_ev_per_angstrom": [[0.85, 0.12, -0.27], [-0.86, -0.75, -1.77], [1.61, 1.03, -2.62], [-2.00, 0.07, 1.85], [0.67, -0.47, -1.02], [2.07, 0.24, 3.88], [-1.01, 0.60, -1.88], [0.21, 0.56, -0.34], [-1.54, -1.39, 2.18]],
  "lowdin_charge": [-0.156, -0.381, 0.225, 0.199, 0.370, 0.331, 0.174, 0.137, 0.100],
  "total_charge": 1,
  "homo_lumo_gap_ha": 0.3804,
  "e_lumo_ev": -7.1
}

***

{
  "formula": "C3H2NOS2",
  "method": "the ωB97M-V functional and the def2-TZVPD basis",
  "elements": ["C", "C", "C", "N", "O", "S", "S", "H", "H"],
  "positions_angstrom": [[0.652078, -1.497312, -0.027107], [2.618566, -0.543513, -0.092647], [0.188424, -0.047082, 0.002529], [1.982281, -1.648710, -0.082374], [4.857599, -0.169834, 0.065723], [-0.446661, -2.718838, 0.026249], [1.732632, 0.923557, -0.038197], [-0.425073, 0.197955, -0.865451], [-0.375536, 0.175143, 0.908355]],
  "forces_ev_per_angstrom": [[-1.31, 0.08, 0.07], [4.67, 1.31, 0.41], [0.24, 0.45, -0.07], [0.57, -0.96, -0.08], [-3.82, -0.59, -0.34], [-0.09, -0.09, -0.02], [-0.25, 0.10, 0.01], [-0.02, -0.17, 0.09], [0.00, -0.13, -0.07]],
  "lowdin_charge": [-0.973, -0.498, -0.489, -0.051, -0.540, 0.556, 0.860, 0.067, 0.067],
  "total_charge": -1,
  "homo_lumo_gap_ha": [0.2837, 0.2839],
  "e_lumo_ev": [3.1, 3.1]
}

***

{
  "formula": "C3H2NOS2",
  "method": "the ωB97M-V functional and the def2-TZVPD basis",
  "elements": ["C", "C", "C", "N", "O", "S", "S", "H", "H"],
  "positions_angstrom": [[-0.587503, 0.516163, -0.883301], [-0.043725, -1.782903, -0.240503], [1.841752, -0.085398, -0.138436], [-0.699498, -0.804469, -0.442579], [-0.006469, -2.966363, -0.167105], [3.475236, -0.141893, 0.007891], [0.919629, 1.258314, -0.341715], [-1.300434, 1.127266, -0.546512], [1.405714, -1.134578, -0.242245]],
  "forces_ev_per_angstrom": [[2.57, -2.01, -0.95], [-2.97, -1.17, -0.19], [0.93, -0.94, -0.21], [-1.01, 2.42, -0.63], [1.77, -1.44, 0.42], [1.40, 0.05, 0.39], [-0.25, -0.76, -0.31], [-3.19, 2.05, 1.35], [0.76, 1.78, 0.13]],
  "lowdin_charge": [-0.541, -0.484, -1.184, -0.007, 0.065, 0.367, 0.856, -0.068, -0.004],
  "total_charge": -1,
  "homo_lumo_gap_ha": [0.2162, 0.2161],
  "e_lumo_ev": [3.5, 3.5]
}

***

{
  "formula": "C3H2NOS2",
  "method": "the ωB97M-V functional and the def2-TZVPD basis",
  "elements": ["C", "C", "C", "N", "O", "S", "S", "H", "H"],
  "positions_angstrom": [[0.642773, 0.805794, -0.449402], [-0.510709, -0.991675, -0.603140], [0.225958, 0.337252, 0.992367], [0.171861, -0.100435, -1.268912], [-0.353923, -0.937803, 0.745804], [1.231048, 2.323347, -0.753162], [-1.798552, -2.907036, -1.533784], [0.992966, 0.423776, 1.788437], [-0.601422, 1.046781, 1.081791]],
  "forces_ev_per_angstrom": [[0.32, 0.86, 2.37], [-0.26, -1.57, 0.30], [0.53, 1.29, -1.23], [-0.36, -0.37, -1.86], [0.04, 0.39, -0.02], [0.31, -0.16, -0.03], [0.04, -0.04, 0.01], [-0.64, -0.34, -0.54], [0.02, -0.07, 0.99]],
  "lowdin_charge": [-0.927, -0.425, -0.197, 0.013, -0.104, 0.488, -0.079, 0.121, 0.109],
  "total_charge": -1,
  "homo_lumo_gap_ha": [0.2408, 0.2517],
  "spin_multiplicity": 3,
  "e_lumo_ev": [3.5, 2.5]
}

***

{
  "formula": "C3H2NaO3Rb",
  "method": "the ωB97M-V functional and the def2-TZVPD basis",
  "elements": ["C", "C", "O", "C", "O", "O", "Rb", "H", "H", "Na"],
  "positions_angstrom": [[0.238650, -1.037952, 1.292123], [-0.359461, -0.098604, 0.401641], [0.221947, 1.094982, 0.256072], [0.320702, 1.673870, -1.067829], [0.746084, 0.912529, -1.930086], [-0.350372, -2.052979, 1.680170], [0.420492, 4.111068, -4.653553], [1.083383, -1.144676, 0.427361], [-1.435711, -0.167548, 0.213880], [-0.885712, -3.290691, 3.380221]],
  "forces_ev_per_angstrom": [[0.93, 0.27, -5.38], [-0.42, 2.86, 2.93], [-0.32, -3.04, 0.94], [0.41, 1.73, -3.53], [-0.68, 0.21, 1.53], [-0.63, -1.39, 2.08], [0.01, -0.32, 0.44], [0.45, -0.31, 2.22], [0.14, -0.23, -0.87], [0.11, 0.21, -0.36]],
  "lowdin_charge": [-0.263, -0.102, -0.106, -0.333, -0.124, -0.154, 0.897, 0.188, 0.145, 0.851],
  "total_charge": 1,
  "homo_lumo_gap_ha": [0.1996, 0.1984],
  "spin_multiplicity": 2,
  "e_lumo_ev": [-3.5, -3.5]
}

***

{
  "formula": "C3H2O",
  "method": "the ωB97M-V functional and the def2-TZVPD basis",
  "elements": ["C", "C", "C", "O", "H", "H"],
  "positions_angstrom": [[0.259113, 0.152319, 1.119195], [0.290313, 0.350679, 2.380379], [0.332035, -0.433153, -0.028398], [-0.694537, 0.135485, -1.638396], [0.650987, -1.369735, -0.279428], [-0.837910, 1.164405, -1.553352]],
  "forces_ev_per_angstrom": [[0.18, 0.09, -0.49], [-0.05, 0.25, 0.27], [-3.64, 3.25, -2.36], [2.03, 1.38, 3.61], [0.90, -2.07, -1.22], [0.58, -2.90, 0.19]],
  "lowdin_charge": [-0.238, 0.168, 0.151, -0.211, 0.063, 0.067],
  "homo_lumo_gap_ha": [0.3041, 0.3041],
  "e_lumo_ev": [-2.4, -2.4]
}

***

{
  "formula": "C3H2O",
  "method": "the ωB97M-V functional and the def2-TZVPD basis",
  "elements": ["C", "C", "C", "O", "H", "H"],
  "positions_angstrom": [[-1.275080, -0.140298, 0.633906], [-0.130693, -0.360894, 0.220302], [1.676948, -0.901323, -0.569061], [2.127045, -1.985910, -0.457170], [-2.156897, 0.100874, 1.156505], [2.151543, -0.129588, -1.066574]],
  "forces_ev_per_angstrom": [[3.58, -0.57, -0.97], [0.62, -0.60, -0.66], [-2.76, -2.68, 2.33], [-1.30, 1.54, 0.19], [-0.54, 0.08, 0.05], [0.40, 2.24, -0.93]],
  "lowdin_charge": [-0.035, -0.031, -0.090, 0.096, -0.011, 0.071],
  "homo_lumo_gap_ha": 0.3761,
  "e_lumo_ev": 0.0
}

***

{
  "formula": "C3H2O2",
  "method": "the ωB97M-V functional and the def2-TZVPD basis",
  "elements": ["C", "C", "C", "O", "O", "H", "H"],
  "positions_angstrom": [[0.572674, 1.240823, -0.014175], [-0.134203, -0.914412, -1.571669], [0.240825, 0.095561, 0.495924], [-0.735868, -0.874917, 1.190728], [-0.470437, -0.648590, -2.565543], [1.143174, 2.062569, 0.397504], [-0.616167, -0.961034, 2.067231]],
  "forces_ev_per_angstrom": [[-0.91, -5.15, 3.47], [1.58, -2.45, 5.17], [-2.25, 2.60, 1.52], [2.01, 3.01, -8.51], [-1.89, 1.72, -5.86], [-0.09, 0.11, -0.71], [1.55, 0.16, 4.93]],
  "lowdin_charge": [0.043, -0.042, -0.161, -0.018, 0.141, 0.031, 0.007],
  "homo_lumo_gap_ha": 0.3699,
  "e_lumo_ev": 0.4
}

***

{
  "formula": "C3H2O2Pb",
  "method": "the ωB97M-V functional and the def2-TZVPD basis",
  "elements": ["H", "O", "H", "C", "C", "O", "C", "Pb"],
  "positions_angstrom": [[4.278122, -0.127610, -0.198641], [-3.141060, 1.292608, 1.309313], [-3.974036, 1.428983, 0.827623], [3.374044, 0.322449, 0.179054], [2.461257, 1.048559, 0.556713], [-1.048030, 1.999672, 1.234199], [-2.149703, 1.876292, 0.754137], [0.960066, 2.564945, 0.867245]],
  "forces_ev_per_angstrom": [[-0.40, -0.14, 0.22], [-0.24, 0.06, 0.14], [-0.07, -0.12, -0.11], [-0.49, 1.24, 0.15], [0.67, -1.84, -0.39], [-2.87, -1.55, 0.24], [0.13, 0.04, 0.20], [3.28, 2.30, -0.46]],
  "lowdin_charge": [0.040, 0.217, 0.167, -0.008, -0.413, -0.222, -0.196, 1.415],
  "total_charge": 1,
  "homo_lumo_gap_ha": [0.3188, 0.2879],
  "spin_multiplicity": 2,
  "e_lumo_ev": [-5.5, -6.3]
}

***

{
  "formula": "C3H2O3",
  "method": "the ωB97M-V functional and the def2-TZVPD basis",
  "elements": ["O", "C", "C", "O", "C", "O", "H", "H"],
  "positions_angstrom": [[1.224318, -0.927530, 1.574912], [0.367447, -0.172181, 1.196733], [-0.496244, -0.493619, -0.013979], [-1.473086, -1.197206, -0.030922], [-0.036842, 0.375492, -1.171050], [0.321525, 1.494196, -0.882592], [0.222096, 0.874988, 1.541132], [-0.129214, 0.045859, -2.214233]],
  "forces_ev_per_angstrom": [[-0.49, 0.34, 0.10], [0.42, 0.05, 0.02], [-0.37, -0.33, 0.13], [0.53, 0.21, -0.15], [-0.27, 0.85, -0.23], [0.05, -0.47, -0.29], [0.16, -0.41, 0.46], [-0.03, -0.24, -0.04]],
  "lowdin_charge": [0.105, -0.173, -0.305, 0.149, -0.140, 0.090, 0.138, 0.136],
  "homo_lumo_gap_ha": 0.3243,
  "e_lumo_ev": -1.0
}

***

{
  "formula": "C3H2O3",
  "method": "the ωB97M-V functional and the def2-TZVPD basis",
  "elements": ["C", "C", "C", "O", "O", "O", "H", "H"],
  "positions_angstrom": [[0.815046, -0.046405, -0.336332], [-0.657991, 0.388620, 0.669098], [-0.454041, -0.584053, -0.963308], [0.649114, 0.236920, 1.046436], [0.575345, -1.409893, -0.655693], [-1.335408, -0.572638, 0.234152], [1.524579, 0.543892, -0.858465], [-1.116645, 1.443556, 0.864113]],
  "forces_ev_per_angstrom": [[0.70, -0.45, -0.23], [-0.36, 3.05, 2.17], [-0.65, -0.46, -3.39], [-0.28, -0.44, 0.05], [1.55, 0.38, 0.70], [-2.38, -0.48, 1.55], [0.58, 0.25, -0.27], [0.85, -1.85, -0.58]],
  "lowdin_charge": [-0.246, -0.231, -0.124, 0.078, 0.081, 0.074, 0.156, 0.213],
  "homo_lumo_gap_ha": 0.3295,
  "e_lumo_ev": 0.1
}

***

{
  "formula": "C3H2O3",
  "method": "the ωB97M-V functional and the def2-TZVPD basis",
  "elements": ["O", "C", "C", "O", "C", "O", "H", "H"],
  "positions_angstrom": [[-2.041843, 0.134626, 1.056988], [-0.922516, 0.458266, 0.765683], [-0.192096, 0.295837, -0.567077], [-0.288641, 0.995534, -1.544912], [0.951010, -0.708199, -0.433101], [1.231333, -1.193047, 0.635327], [-0.196918, 0.883968, 1.482972], [1.506207, -0.895478, -1.365742]],
  "forces_ev_per_angstrom": [[0.61, 0.22, -0.45], [-0.35, -0.01, 0.28], [0.05, 0.26, -0.31], [-0.22, -0.46, 0.54], [0.27, -0.30, 0.23], [-0.20, 0.21, -0.61], [-0.25, 0.16, 0.34], [0.09, -0.08, -0.02]],
  "lowdin_charge": [0.109, -0.173, -0.294, 0.146, -0.156, 0.098, 0.137, 0.134],
  "homo_lumo_gap_ha": 0.3185,
  "e_lumo_ev": -1.3
}